This record from the OMol25 dataset describes 17 unconnected molecules or ions with the total composition C3H41NO17. The level of theory is ωB97M-V/def2-TZVPD.

Structure (ORCA input):
```
! RIJCOSX wB97M-V def2-TZVPD def2/J DEFGRID3
* xyz 0 1
C -1.213 0.814 -1.671
N -0.289 1.047 -0.537
C 0.027 -0.227 0.202
C 1.184 -0.027 1.161
O 1.683 -1.355 1.333
H -1.771 -0.103 -1.494
H -0.526 0.332 -2.396
H -1.681 1.767 -1.876
H -0.641 1.682 0.171
H -0.916 -0.466 0.700
H 0.364 -0.762 -0.694
H 1.828 0.776 0.793
H 0.741 0.393 2.067
H 2.635 -1.459 1.377
H 3.473 1.274 -2.083
H 3.540 0.649 -3.504
O 3.229 1.416 -3.011
H 2.724 -0.255 -1.253
H 4.225 -0.696 -0.907
O 3.519 -0.066 -0.739
H 2.989 2.688 -0.546
H 3.913 1.558 -0.056
O 3.698 2.504 0.082
H 0.629 -2.610 0.439
H 0.664 -4.098 -0.008
O 0.889 -3.203 -0.285
H -1.433 3.679 0.051
H -0.309 3.441 -0.951
O -0.557 3.986 -0.195
H 2.149 -1.134 -4.276
H 2.414 -2.123 -3.171
O 2.869 -1.615 -3.851
H 0.508 -2.597 -1.932
H -0.721 -2.744 -2.709
O 0.190 -2.440 -2.847
H -4.152 2.238 1.315
H -2.898 2.999 1.954
O -3.593 2.356 2.091
H 1.622 2.500 -3.384
H 0.453 1.705 -4.052
O 0.845 2.574 -3.954
H -4.462 0.099 -1.044
H -3.169 0.077 -0.098
O -3.781 0.607 -0.604
H -3.177 -2.547 2.350
H -2.993 -1.224 1.666
O -3.291 -2.123 1.476
H 0.465 -2.641 2.420
H 0.750 -2.658 3.955
O 0.389 -3.159 3.227
H -1.410 0.746 3.732
H -2.779 1.115 3.016
O -1.855 0.769 2.877
H -1.956 -2.161 -0.489
H -3.257 -2.700 -0.689
O -2.659 -2.097 -1.153
H -1.564 -2.034 3.476
H -2.708 -1.106 3.838
O -2.373 -1.995 4.004
H 2.152 3.025 1.521
H 3.147 2.766 2.707
O 2.225 2.848 2.459
*
```

Values from the calculation:
HOMO in eV: -9.037
LUMO in eV: -0.2

This record from the OMol25 dataset describes 18 unconnected molecules or ions with the total composition C3H42O18. The level of theory is ωB97M-V/def2-TZVPD.

Structure (ORCA input):
```
! RIJCOSX wB97M-V def2-TZVPD def2/J DEFGRID3
* xyz 0 1
O -0.372 -0.039 -3.280
H 0.243 -0.048 -2.441
H -1.249 0.328 -3.066
H -0.405 -0.879 -3.779
C 0.001 0.237 0.602
C 0.757 -0.853 -0.154
C -0.229 -2.019 -0.402
O 1.314 -0.321 -1.314
H -0.456 -0.124 1.537
H -0.849 0.665 0.057
H 0.658 1.081 0.831
H 1.529 -1.298 0.494
H -1.056 -1.659 -1.025
H -0.662 -2.329 0.553
H 0.290 -2.819 -0.928
O -0.166 4.081 1.292
H -0.866 4.740 1.314
H -0.595 3.257 1.560
O 4.012 1.046 1.932
H 3.253 0.471 2.104
H 3.684 1.961 2.040
O 2.837 3.503 1.743
H 1.899 3.575 1.523
H 2.896 3.812 2.654
O 0.730 2.515 -1.912
H 1.071 1.695 -1.502
H -0.150 2.662 -1.532
O -3.218 1.739 0.447
H -2.805 2.202 1.191
H -3.333 0.826 0.773
O -1.770 2.205 2.882
H -1.246 2.851 3.370
H -1.513 1.349 3.251
O 4.270 -0.707 -0.700
H 4.062 -0.080 0.006
H 3.423 -0.851 -1.150
O 1.982 -0.525 3.327
H 1.210 0.003 3.558
H 1.629 -1.388 3.081
O 1.684 -2.419 -3.279
H 2.635 -2.347 -3.414
H 1.517 -1.887 -2.468
O -0.442 -4.497 -3.279
H 0.405 -4.073 -3.081
H -0.314 -5.435 -3.119
O -1.183 -0.488 4.327
H -0.785 -1.365 4.365
H -1.928 -0.532 4.937
O -1.750 -2.193 -3.780
H -2.628 -2.326 -4.147
H -1.481 -3.071 -3.434
O 3.482 -3.463 0.685
H 3.965 -2.661 0.428
H 3.146 -3.814 -0.145
O -3.619 -0.659 1.829
H -2.691 -0.883 1.670
H -3.659 -0.444 2.767
O -2.027 3.418 -1.462
H -2.365 2.579 -1.098
H -2.706 4.063 -1.251
O -2.990 0.418 -2.062
H -3.478 0.400 -1.234
H -3.598 0.818 -2.694
*
```

Values from the calculation:
HOMO in eV: -8.682
LUMO in eV: -0.7

This record from the OMol25 dataset describes a molecular structure, C3H4AgBF10N3O4S3. The level of theory is ωB97M-V/def2-TZVPD.

Structure (ORCA input):
```
! RIJCOSX wB97M-V def2-TZVPD def2/J DEFGRID3
* xyz -1 1
Ag -0.895 0.360 1.515
F 3.629 2.152 0.249
C 3.006 0.979 0.365
F 2.625 0.813 1.623
F 3.856 0.009 0.033
S 1.565 0.986 -0.773
O 0.683 2.014 -0.275
O 2.115 1.157 -2.087
N 0.983 -0.446 -0.433
S 0.056 -1.280 -1.389
O -0.829 -2.103 -0.618
O -0.520 -0.540 -2.493
C 1.200 -2.467 -2.189
F 2.120 -1.835 -2.911
F 0.504 -3.273 -2.996
F 1.811 -3.210 -1.270
F -0.375 1.274 3.799
B -0.274 0.015 4.457
F -0.393 -0.965 3.403
F 0.961 -0.117 5.071
F -1.318 -0.146 5.356
N -3.235 -0.116 -1.304
C -2.759 0.981 -0.693
N -2.007 1.807 -1.430
S -3.142 1.316 0.941
H -2.730 -0.467 -2.107
H -3.632 -0.807 -0.690
H -1.533 1.419 -2.236
H -1.474 2.493 -0.918
*
```

Values from the calculation:
HOMO in eV: -6.582
LUMO in eV: 2.6

This record from the OMol25 dataset describes a molecular structure, C3H4AgO4. The level of theory is ωB97M-V/def2-TZVPD.

Structure (ORCA input):
```
! RIJCOSX wB97M-V def2-TZVPD def2/J DEFGRID3
* xyz 0 2
C -0.130 1.872 0.161
C 0.960 1.150 -0.249
O -1.119 -3.100 -1.710
C -0.693 -2.662 -0.627
O 0.562 -2.790 -0.245
O -1.311 -1.735 0.074
O -0.283 2.494 1.301
H -1.059 1.856 -0.418
H 1.103 0.723 -1.245
H 1.919 1.346 0.245
Ag 0.459 -1.009 0.646
H -0.409 1.856 2.066
*
```

Values from the calculation:
HOMO (alpha / beta) in eV: -9.660 / -9.674
Expectation value of S²: 0.760
LUMO (alpha / beta) in eV: -1.2 / -2.2

This record from the OMol25 dataset describes a molecular structure, C3H4AlO2. The level of theory is ωB97M-V/def2-TZVPD.

Structure (ORCA input):
```
! RIJCOSX wB97M-V def2-TZVPD def2/J DEFGRID3
* xyz 2 2
C -1.281 -0.637 -0.226
C -0.461 0.597 -0.130
H -0.538 1.203 0.784
H -0.686 1.141 -1.072
C 0.944 0.021 -0.377
O 1.908 0.260 0.339
Al 3.483 0.130 0.224
H 1.079 -0.515 -1.334
O -2.143 -0.648 0.745
H -2.305 -1.552 1.047
*
```

Values from the calculation:
HOMO (alpha / beta) in eV: -16.774 / -16.764
Expectation value of S²: 0.751
LUMO (alpha / beta) in eV: -11.3 / -14.1

This record from the OMol25 dataset describes a single C3H4BNO2 molecule. The level of theory is ωB97M-V/def2-TZVPD.

Structure (ORCA input):
```
! RIJCOSX wB97M-V def2-TZVPD def2/J DEFGRID3
* xyz 0 1
C 1.099 0.952 -0.519
O 0.246 -0.189 -0.909
C -0.545 -0.606 0.195
C 0.316 -1.780 0.602
N 1.026 -2.635 0.855
B -1.762 0.346 0.505
O -1.932 -0.748 -0.222
H 0.411 1.631 0.092
H 1.370 1.259 -1.552
H 1.945 0.430 0.005
H -2.173 1.341 0.946
*
```

Values from the calculation:
HOMO in eV: -10.539
LUMO in eV: 0.2

This record from the OMol25 dataset describes a single C3H4BNO3 molecule. The level of theory is ωB97M-V/def2-TZVPD.

Structure (ORCA input):
```
! RIJCOSX wB97M-V def2-TZVPD def2/J DEFGRID3
* xyz 0 1
C -2.028 0.654 -0.153
C -0.855 -0.300 0.134
O -0.837 -1.480 0.238
O 0.278 0.459 0.174
B 1.582 -0.367 -0.060
O 1.731 -1.639 0.129
C 2.745 0.586 -0.187
N 3.665 1.247 -0.079
H -2.742 0.094 -0.721
H -1.711 1.609 -0.564
H -2.629 1.085 0.764
H 0.800 -1.948 0.326
*
```

Values from the calculation:
HOMO in eV: -11.673
LUMO in eV: 0.2

This record from the OMol25 dataset describes a molecular structure, C3H4BaLiO4. The level of theory is ωB97M-V/def2-TZVPD.

Structure (ORCA input):
```
! RIJCOSX wB97M-V def2-TZVPD def2/J DEFGRID3
* xyz 2 2
O -1.314 0.312 -2.272
C -0.414 0.248 -1.397
O 0.753 0.645 -1.650
Ba 0.129 1.205 -4.378
O -0.748 -0.193 -0.183
C 0.534 0.586 1.516
C 0.277 -0.747 0.829
H 1.505 0.662 2.018
H 0.694 1.401 0.804
H 1.186 -1.123 0.314
H -0.010 0.196 2.472
Li -2.225 -1.478 0.476
O -0.368 -1.714 1.452
*
```

Values from the calculation:
HOMO (alpha / beta) in eV: -17.131 / -17.144
Expectation value of S²: 0.755
LUMO (alpha / beta) in eV: -7.6 / -9.8

This record from the OMol25 dataset describes a molecular structure, C3H4BeLiO3. The level of theory is ωB97M-V/def2-TZVPD.

Structure (ORCA input):
```
! RIJCOSX wB97M-V def2-TZVPD def2/J DEFGRID3
* xyz 0 2
H 0.718 0.828 -2.046
C 0.186 0.311 -1.226
C 0.211 1.209 -0.002
O -0.906 1.097 0.911
C -1.452 -0.063 1.425
O -0.263 -0.667 2.213
Be 0.966 -0.379 0.722
O 0.851 -0.923 -0.940
H -0.845 0.106 -1.581
H 0.297 2.271 -0.258
H -0.628 -1.413 2.694
Li 0.863 -2.377 -1.913
*
```

Values from the calculation:
HOMO (alpha / beta) in eV: -4.339 / -6.890
Expectation value of S²: 0.760
LUMO (alpha / beta) in eV: -1.3 / -1.4

This record from the OMol25 dataset describes a molecular structure, C3H4BiO4. The level of theory is ωB97M-V/def2-TZVPD.

Structure (ORCA input):
```
! RIJCOSX wB97M-V def2-TZVPD def2/J DEFGRID3
* xyz 3 1
C -0.674 -0.260 1.224
C 0.074 -1.242 0.338
O 0.218 -0.637 -0.955
C 0.169 0.659 -0.951
O -0.040 0.242 2.244
O 0.278 1.323 -1.984
O -0.007 1.197 0.211
Bi 0.783 1.291 -3.864
H -1.772 -0.246 1.195
H -0.489 -2.169 0.193
H 1.072 -1.436 0.747
H 0.386 1.278 1.602
*
```

Values from the calculation:
HOMO (alpha / beta) in eV: -23.377 / -21.776
LUMO (alpha / beta) in eV: -18.2 / -19.0

This record from the OMol25 dataset describes a molecular structure, C3H4Br2O. The level of theory is ωB97M-V/def2-TZVPD.

Structure (ORCA input):
```
! RIJCOSX wB97M-V def2-TZVPD def2/J DEFGRID3
* xyz 0 1
C 0.539 0.671 -0.934
C 2.251 1.342 1.332
C -1.424 -0.710 -0.513
O -0.608 0.437 -0.367
Br 0.684 2.144 2.097
Br 2.283 -0.523 1.292
H 1.029 -0.326 -1.320
H -0.888 -1.485 -1.046
H -2.307 -0.514 -1.031
H -1.560 -1.036 0.490
*
```

Values from the calculation:
HOMO in eV: -8.786
LUMO in eV: -1.0

This record from the OMol25 dataset describes 2 unconnected molecules or ions with the total composition C3H4BrCl. The level of theory is ωB97M-V/def2-TZVPD.

Structure (ORCA input):
```
! RIJCOSX wB97M-V def2-TZVPD def2/J DEFGRID3
* xyz 0 1
Br 2.109 1.108 -0.089
C 0.238 0.633 -0.287
C -0.964 1.072 -0.765
C -0.927 -0.079 0.264
H -1.612 1.541 -1.528
H -1.157 0.120 1.299
H -1.051 -1.151 -0.002
Cl 1.346 -2.121 0.646
H 2.019 -1.122 0.461
*
```

Values from the calculation:
HOMO in eV: -9.348
LUMO in eV: 0.3

This record from the OMol25 dataset describes a single C3H4BrClF2 molecule. The level of theory is ωB97M-V/def2-TZVPD.

Structure (ORCA input):
```
! RIJCOSX wB97M-V def2-TZVPD def2/J DEFGRID3
* xyz 0 1
C -0.235 -0.021 0.373
C 0.696 -0.918 -0.525
Cl -0.027 -2.528 -0.179
C 2.209 -1.000 0.000
F 2.172 -1.326 1.275
F 2.910 -1.886 -0.636
Br 3.065 0.807 -0.238
H 0.145 -0.084 1.299
H -0.126 1.105 0.203
H -1.333 -0.327 0.195
H 0.468 -0.859 -1.644
*
```

Values from the calculation:
HOMO in eV: -10.875
LUMO in eV: 0.5

This record from the OMol25 dataset describes 2 unconnected molecules or ions with the total composition C3H4BrClO. The level of theory is ωB97M-V/def2-TZVPD.

Structure (ORCA input):
```
! RIJCOSX wB97M-V def2-TZVPD def2/J DEFGRID3
* xyz 0 1
O -1.307 0.059 1.971
C -0.009 0.026 1.640
Cl 0.549 -1.466 0.878
Br 1.007 0.520 3.760
H -1.487 -0.602 2.669
H 0.271 1.060 1.003
C 0.067 -0.657 -1.878
C 0.176 0.540 -1.828
H 0.135 -1.720 -1.712
H 0.143 1.603 -2.046
*
```

Values from the calculation:
HOMO in eV: -10.038
LUMO in eV: -1.0

This record from the OMol25 dataset describes a single C3H4BrF molecule. The level of theory is ωB97M-V/def2-TZVPD.

Structure (ORCA input):
```
! RIJCOSX wB97M-V def2-TZVPD def2/J DEFGRID3
* xyz 0 1
F 1.750 -0.350 -1.068
C 1.304 -0.221 0.215
C -0.348 0.606 0.161
C -1.277 -0.211 -0.263
Br -3.119 0.361 -0.399
H 1.465 -1.030 0.853
H 1.867 0.551 0.542
H -0.435 1.534 0.645
H -1.206 -1.240 -0.685
*
```

Values from the calculation:
HOMO in eV: -9.769
LUMO in eV: 0.9

This record from the OMol25 dataset describes 2 unconnected molecules or ions with the total composition C3H4BrFO. The level of theory is ωB97M-V/def2-TZVPD.

Structure (ORCA input):
```
! RIJCOSX wB97M-V def2-TZVPD def2/J DEFGRID3
* xyz 0 1
C -1.263 -1.167 -0.754
C -0.936 -0.244 -1.893
C 0.022 0.598 1.655
O -1.445 -2.318 -0.681
F -0.531 -0.914 -3.151
Br 1.350 1.515 0.610
H -0.023 0.331 -1.623
H -1.927 0.087 -2.241
H 0.089 -0.501 1.668
H -0.449 1.370 2.196
*
```

Values from the calculation:
HOMO (alpha / beta) in eV: -8.585 / -8.924
LUMO (alpha / beta) in eV: -0.5 / -0.4

Energy relative to the best compared isomer or geometry (same formula, charge and spin) (kcal per mole)
73.4, 57.1, 2.4, 29.2, 0.9, 93.9, 0.0, 27.0, 0.0, 64.8, 138.6, 64.9, 2.6, 83.0, 41.5, 105.4
Largest force on an atom (eV Å⁻¹)
3.58, 1.86, 0.70, 3.92, 6.55, 3.38, 4.13, 4.91, 2.29, 8.49, 2.48, 4.18, 5.06, 3.75, 5.82, 2.73
DFT total energy (Ha)
-1472.6437, -1493.7955, -2947.3894, -564.5047, -508.7161, -346.7120, -422.1352, -450.1334, -364.5432, -630.7375, -5339.7234, -3150.7906, -3350.6251, -3226.0168, -2790.4977, -2865.6618